Computed, not measured: 2 unconnected molecules or ions with the total composition C3H7NO in a non-equilibrium geometry, with the ωB97M-V functional and the def2-TZVPD basis.

Structure (ORCA input):
```
! RIJCOSX wB97M-V def2-TZVPD def2/J DEFGRID3
* xyz 0 1
C -1.952 0.487 1.358
C -2.398 0.864 0.163
H -1.270 1.118 1.906
H -2.231 -0.485 1.747
H -2.076 1.845 -0.171
H -3.195 0.387 -0.389
C 2.763 -0.387 -0.860
N 1.490 -0.832 -0.572
O 3.360 -0.626 -1.875
H 3.111 0.404 -0.195
H 1.084 -1.359 -1.343
H 1.315 -1.418 0.231
*
```

Properties
E_HOMO = -10.1 eV
Energy above the lowest of the compared OMol25 structures with the same formula, charge and spin = 177.9 kJ/mol
SMILES string = NC=O.C=C
LUMO = 0.034 Ha
Kohn-Sham gap = 11.06 eV


Computed, not measured: 3 unconnected molecules or ions with the total composition C3H12NO4 in a non-equilibrium geometry, with the ωB97M-V functional and the def2-TZVPD basis.

Structure (ORCA input):
```
! RIJCOSX wB97M-V def2-TZVPD def2/J DEFGRID3
* xyz -1 1
C 0.705 -1.728 -0.099
C 1.415 -0.626 -0.894
O 2.273 0.088 -0.006
N -0.748 -1.606 -0.115
C -1.376 -0.749 0.912
O -1.371 0.593 0.560
H 0.871 -1.539 0.985
H 1.050 -2.706 -0.396
H 1.915 -0.991 -1.789
H 0.700 0.084 -1.278
H 2.012 1.002 0.121
H -1.185 -1.308 -0.995
H -2.453 -1.057 0.945
H -0.752 -0.768 1.843
H -0.078 1.575 1.980
H 0.032 2.207 0.656
O 0.424 2.266 1.529
H -0.656 2.336 -1.253
H -1.536 1.172 -0.958
O -1.242 1.757 -1.747
*
```

Properties
E_HOMO = -3.8 eV
Energy above the lowest of the compared OMol25 structures with the same formula, charge and spin = 127.2 kJ/mol
LUMO = 0.146 Ha
Kohn-Sham gap = 7.74 eV


Computed, not measured: C8H5F3N2OS2 in the gas phase in a non-equilibrium geometry, with the ωB97M-V functional and the def2-TZVPD basis.

Structure (ORCA input):
```
! RIJCOSX wB97M-V def2-TZVPD def2/J DEFGRID3
* xyz 0 1
C 0.076 -1.294 -2.383
C -0.355 0.169 2.028
C -0.965 -3.045 -1.616
C -0.837 2.037 2.987
C -0.323 -0.774 -1.151
C -0.641 0.920 0.920
C 0.181 0.513 -0.598
C 1.664 0.406 -0.186
N -0.291 -2.562 -2.621
N -0.508 0.808 3.176
O -0.099 1.571 -1.461
F 2.443 0.469 -1.301
F 2.075 1.452 0.547
F 1.959 -0.637 0.523
S -1.151 -1.947 -0.239
S -1.004 2.619 1.399
H 0.518 -0.675 -3.099
H -0.186 -0.967 1.852
H -1.347 -4.075 -1.596
H -0.945 2.657 3.849
H -0.264 2.356 -1.028
*
```

Properties
E_HOMO = -9.6 eV
Energy above the lowest of the compared OMol25 structures with the same formula, charge and spin = 65.0 kJ/mol
SMILES string = OC(c1cncs1)(c1cncs1)C(F)(F)F
LUMO = 0.004 Ha
Kohn-Sham gap = 9.67 eV


Computed, not measured: 3 unconnected molecules or ions with the total composition C3H10O4S in a non-equilibrium geometry, with the ωB97M-V functional and the def2-TZVPD basis.

Structure (ORCA input):
```
! RIJCOSX wB97M-V def2-TZVPD def2/J DEFGRID3
* xyz 0 1
O -0.366 -1.696 1.747
C -0.765 -0.841 0.996
O -1.973 -0.989 0.365
C -0.069 0.403 0.493
C 0.299 0.487 -1.013
S 1.944 1.151 -1.040
H -2.729 -1.425 0.780
H -0.900 1.229 0.670
H 0.834 0.560 1.093
H -0.447 1.351 -1.472
H 0.264 -0.558 -1.434
H 2.799 0.114 -0.772
H -2.535 -1.846 -1.736
H -3.598 -1.868 -2.609
O -2.719 -1.493 -2.534
H 3.561 1.564 2.812
H 2.982 2.306 1.743
O 3.419 1.549 1.912
*
```

Properties
E_HOMO = -9.0 eV
Energy above the lowest of the compared OMol25 structures with the same formula, charge and spin = 169.5 kJ/mol
SMILES string = O=C(O)CCS.O.O
LUMO = 0.014 Ha
Kohn-Sham gap = 9.36 eV


Computed, not measured: C4H4O4 in the gas phase in a non-equilibrium geometry, with the ωB97M-V functional and the def2-TZVPD basis.

Structure (ORCA input):
```
! RIJCOSX wB97M-V def2-TZVPD def2/J DEFGRID3
* xyz 0 1
C 0.654 0.614 0.070
O 0.958 0.772 1.437
O 1.761 0.043 -0.563
O 0.031 1.603 -0.539
H 1.120 1.707 1.617
H 1.960 0.601 -1.327
C -0.585 -1.736 -0.351
C -1.614 0.447 0.137
C -0.559 -0.464 0.050
O -2.584 0.930 0.508
H 0.359 -2.254 -0.461
H -1.501 -2.264 -0.577
*
```

Properties
E_HOMO (alpha / beta) = -9.7 / -9.7 eV
Energy above the lowest of the compared OMol25 structures with the same formula, charge and spin = 325.9 kJ/mol
LUMO (alpha / beta) = -0.035 / -0.035 Ha
Kohn-Sham gap (alpha / beta) = 8.73 / 8.73 eV


Computed, not measured: 11 unconnected molecules or ions with the total composition C21H64N12O11 in a non-equilibrium geometry, with the ωB97M-V functional and the def2-TZVPD basis.

Structure (ORCA input):
```
! RIJCOSX wB97M-V def2-TZVPD def2/J DEFGRID3
* xyz 0 1
C -0.717 -2.728 -2.617
O -1.522 -2.497 -3.698
N 0.508 -2.410 -2.601
N -1.160 -3.468 -1.621
H 0.897 -1.923 -3.514
H 1.086 -2.149 -1.727
H -2.167 -3.739 -1.689
H -0.702 -3.490 -0.689
C 1.544 -2.192 -5.646
O 2.987 -2.161 -5.805
N 0.791 -3.163 -6.036
N 1.057 -1.310 -4.786
H 1.203 -3.993 -6.489
H -0.237 -3.096 -5.962
H 1.779 -0.630 -4.463
H 0.053 -1.070 -4.820
C 1.090 -2.917 0.610
O 2.168 -3.647 0.976
N 1.345 -1.803 0.017
N -0.114 -3.283 0.808
H 0.643 -1.254 -0.446
H 2.306 -1.576 -0.068
H -0.199 -4.300 0.943
H -1.040 -2.872 0.764
C 2.037 3.539 -0.311
O 1.289 4.622 -0.849
N 1.458 2.691 0.543
N 3.326 3.367 -0.513
H 0.449 2.750 0.865
H 1.876 1.801 0.893
H 3.707 4.061 -1.092
H 3.911 2.561 -0.043
C -2.884 0.962 3.632
O -3.368 0.014 2.767
N -1.627 0.832 4.041
N -3.520 1.966 4.043
H -1.093 0.128 3.656
H -1.377 1.218 4.993
H -4.343 2.193 3.510
H -3.147 2.739 4.605
C 3.726 0.407 0.849
O 3.735 -0.637 -0.088
N 2.781 0.700 1.733
N 4.647 1.353 0.774
H 2.042 0.019 1.884
H 2.997 1.484 2.393
H 5.441 1.400 0.158
H 4.610 2.043 1.541
C 1.309 -0.671 4.677
C 0.642 -1.521 3.610
C -0.629 -2.359 4.178
O 0.187 -0.837 2.656
H 2.321 -0.369 4.385
H 1.402 -1.138 5.659
H 0.775 0.231 4.741
H 1.439 -2.142 3.239
H -0.978 -3.048 3.493
H -1.528 -1.753 4.446
H -0.345 -2.762 5.132
H 0.070 -1.350 1.864
C -1.168 0.910 -2.496
C -0.746 1.032 -1.040
C -1.570 0.159 -0.141
O 0.444 0.645 -0.885
H -0.408 0.408 -3.112
H -1.118 1.894 -2.955
H -2.194 0.471 -2.704
H -0.771 2.103 -0.801
H -2.589 0.486 -0.285
H -1.223 0.342 0.870
H -1.573 -0.829 -0.390
H 0.861 1.371 -0.361
C -0.745 4.872 1.473
C -1.466 3.641 1.937
C -2.855 3.529 1.157
O -0.953 2.546 1.763
H -1.268 5.744 1.831
H -0.813 4.759 0.419
H 0.338 4.766 1.822
H -1.646 3.824 2.944
H -3.663 4.168 1.471
H -3.337 2.534 1.386
H -2.667 3.632 0.093
H -1.215 2.014 2.552
C 3.979 0.835 -4.193
C 2.955 1.093 -3.103
C 1.998 2.171 -3.542
O 2.255 0.127 -2.806
H 4.450 -0.125 -4.051
H 4.809 1.498 -4.134
H 3.655 0.766 -5.219
H 3.477 1.380 -2.151
H 2.429 3.111 -3.619
H 1.216 2.309 -2.769
H 1.479 1.901 -4.413
H 1.745 0.246 -1.959
C -4.084 -2.032 -0.341
C -3.708 -2.597 1.030
C -3.753 -4.063 1.038
O -2.592 -2.273 1.492
H -5.008 -2.319 -0.773
H -3.266 -2.066 -1.036
H -4.328 -0.996 -0.210
H -4.418 -2.211 1.810
H -3.003 -4.599 0.367
H -4.723 -4.329 0.711
H -3.578 -4.370 2.095
H -2.592 -1.309 1.747
*
```

Properties
E_HOMO = -8.3 eV
Energy above the lowest of the compared OMol25 structures with the same formula, charge and spin = 1446.5 kJ/mol
SMILES string = NC(N)=O.NC(N)=O.NC(N)=O.NC(N)=O.NC(N)=O.NC(N)=O.CC(C)O.CC(C)O.CC(C)O.CC(C)O.CC(C)O
LUMO = -0.023 Ha
Kohn-Sham gap = 7.66 eV


Computed, not measured: 5 unconnected molecules or ions with the total composition C45H54IN2O14P2 in a non-equilibrium geometry, with the ωB97M-V functional and the def2-TZVPD basis.

Structure (ORCA input):
```
! RIJCOSX wB97M-V def2-TZVPD def2/J DEFGRID3
* xyz -1 1
C -6.732 0.571 -0.609
C -6.590 1.587 0.480
O -7.307 1.648 1.427
O -5.593 2.461 0.259
C -4.862 2.860 1.455
C -3.408 3.084 1.083
C -2.489 2.912 2.307
C -1.222 3.750 2.158
C 0.046 3.132 2.789
C 0.293 1.685 2.351
P 2.050 1.225 1.816
N 1.417 -0.063 0.678
C 2.212 2.547 0.488
C 2.132 2.089 -0.969
C 0.683 1.966 -1.487
C 0.469 0.790 -2.428
N 0.549 1.195 -3.860
O 2.752 2.280 3.044
C 3.983 1.828 3.503
C 4.045 1.414 4.955
O 3.189 0.344 5.363
C 3.756 -0.906 5.388
C 3.386 -1.873 4.449
C 3.972 -3.136 4.502
C 4.915 -3.436 5.485
C 5.265 -2.483 6.446
C 4.681 -1.221 6.393
C 4.619 0.877 2.431
P 6.252 1.433 1.697
O 6.992 -0.022 1.577
I 7.482 2.455 3.587
O 3.744 0.670 1.418
H -7.548 -0.076 -0.327
H -5.821 0.002 -0.740
H -6.989 1.113 -1.515
H -4.932 2.091 2.216
H -5.290 3.800 1.788
H -3.276 4.110 0.750
H -3.082 2.404 0.302
H -2.260 1.857 2.420
H -3.018 3.240 3.204
H -0.996 3.858 1.096
H -1.345 4.746 2.582
H 0.864 3.788 2.515
H -0.088 3.151 3.869
H 0.061 1.035 3.192
H -0.371 1.378 1.544
H 2.084 0.194 2.845
H 2.207 -0.435 0.162
H 1.129 -0.833 1.269
H 3.193 2.996 0.629
H 1.479 3.345 0.607
H 2.707 1.191 -1.165
H 2.605 2.877 -1.567
H 0.357 2.898 -1.940
H 0.083 1.762 -0.604
H 1.225 0.031 -2.239
H -0.478 0.294 -2.250
H 0.244 0.401 -4.416
H 1.531 1.317 -4.083
H 4.625 2.723 3.496
H 3.758 2.265 5.565
H 5.089 1.199 5.196
H 2.674 -1.618 3.682
H 3.701 -3.889 3.779
H 5.389 -4.408 5.513
H 5.974 -2.694 7.232
H 4.907 -0.442 7.106
H 4.907 -0.046 2.969
H 7.088 -0.422 2.455
C 8.946 -2.954 4.897
C 10.046 -3.701 4.893
C 10.541 -4.337 3.646
O 11.543 -5.021 3.645
C 9.764 -4.105 2.403
C 8.664 -3.358 2.405
C 8.171 -2.723 3.653
O 7.169 -2.043 3.657
H 8.564 -2.480 5.793
H 10.629 -3.883 5.787
H 10.145 -4.577 1.506
H 8.080 -3.172 1.512
C -10.974 -1.299 -3.405
C -11.910 -0.731 -4.161
C -12.032 0.746 -4.256
O -12.886 1.263 -4.944
C -11.070 1.564 -3.476
C -10.134 0.998 -2.720
C -10.011 -0.480 -2.625
O -9.159 -1.000 -1.939
H -10.866 -2.373 -3.319
H -12.621 -1.308 -4.738
H -11.178 2.638 -3.560
H -9.426 1.577 -2.141
C -2.751 -4.146 -2.056
C -3.987 -4.624 -1.946
C -5.171 -3.749 -2.131
O -6.297 -4.189 -2.035
C -4.924 -2.317 -2.438
C -3.687 -1.837 -2.546
C -2.500 -2.715 -2.368
O -1.376 -2.286 -2.477
H -1.873 -4.766 -1.927
H -4.191 -5.663 -1.722
H -5.803 -1.698 -2.569
H -3.482 -0.797 -2.771
C 1.010 -0.497 -9.380
C 0.844 -1.063 -8.188
C 0.067 -0.388 -7.119
O -0.086 -0.898 -6.031
C -0.514 0.944 -7.426
C -0.347 1.509 -8.619
C 0.426 0.833 -9.690
O 0.577 1.345 -10.779
H 1.571 -0.970 -10.176
H 1.260 -2.032 -7.940
H -1.068 1.418 -6.625
H -0.759 2.479 -8.865
*
```

Properties
E_HOMO = -4.6 eV
LUMO = -0.018 Ha
Kohn-Sham gap = 4.06 eV


Computed, not measured: a molecular structure, C39H56BKN4O8S in a non-equilibrium geometry, with the ωB97M-V functional and the def2-TZVPD basis.

Structure (ORCA input):
```
! RIJCOSX wB97M-V def2-TZVPD def2/J DEFGRID3
* xyz 0 1
K -0.300 0.452 0.135
C -3.408 -0.904 -0.559
C -3.448 0.609 -0.631
O -2.328 1.141 -1.316
C -2.377 1.072 -2.724
C -0.997 1.403 -3.242
O -0.021 0.439 -2.853
C -0.069 -0.773 -3.574
C 0.627 -1.825 -2.750
O 0.030 -1.976 -1.473
C -1.107 -2.816 -1.430
C -1.786 -2.616 -0.093
O -2.209 -1.272 0.098
H -4.279 -1.260 0.000
H -3.455 -1.342 -1.562
H -4.388 0.933 -1.089
H -3.396 1.018 0.381
H -2.693 0.078 -3.061
H -3.094 1.800 -3.120
H -1.031 1.507 -4.332
H -0.676 2.349 -2.806
H -1.103 -1.072 -3.780
H 0.444 -0.671 -4.538
H 0.649 -2.775 -3.297
H 1.658 -1.511 -2.573
H -1.794 -2.589 -2.255
H -0.814 -3.869 -1.523
H -2.626 -3.311 0.004
H -1.065 -2.824 0.698
C -2.012 7.486 5.921
C -2.936 6.747 4.941
C -3.964 7.737 4.374
C -3.692 5.669 5.721
C -2.107 6.150 3.798
C -1.336 6.992 2.994
C -0.553 6.512 1.941
C -0.562 5.154 1.706
O 0.116 4.425 0.765
B -0.204 3.028 0.944
O -1.151 3.019 2.054
C -1.324 4.312 2.487
C -2.094 4.774 3.533
H -2.586 7.863 6.775
H -1.520 8.337 5.444
H -1.235 6.815 6.297
H -4.567 8.166 5.182
H -4.636 7.234 3.673
H -3.477 8.558 3.843
H -4.259 6.137 6.531
H -3.008 4.941 6.166
H -4.400 5.132 5.082
H -1.336 8.060 3.186
H 0.042 7.180 1.331
H -2.671 4.070 4.120
C 5.524 1.304 0.249
C 5.657 0.170 -0.767
C 4.320 -0.473 -1.101
N 3.719 -1.109 0.080
C 2.996 -2.240 0.113
S 1.803 -2.491 1.234
N 3.311 -3.214 -0.823
C 4.517 -3.519 -1.459
O 4.511 -4.216 -2.441
C 5.774 -3.012 -0.833
C 5.872 -2.825 0.542
C 7.071 -2.392 1.092
C 8.159 -2.136 0.270
C 8.060 -2.328 -1.103
C 6.870 -2.777 -1.652
H 6.475 1.822 0.381
H 5.222 0.931 1.232
H 4.783 2.042 -0.074
H 6.333 -0.600 -0.387
H 6.088 0.549 -1.698
H 4.443 -1.209 -1.890
H 3.629 0.289 -1.472
H 3.437 -0.479 0.816
H 2.567 -3.869 -1.001
H 5.021 -3.014 1.188
H 7.147 -2.250 2.163
H 9.091 -1.790 0.701
H 8.910 -2.133 -1.743
H 6.774 -2.948 -2.718
C 2.354 -5.425 6.252
C 3.155 -4.205 6.684
N 2.515 -2.955 6.276
C 1.536 -2.372 7.193
C 2.170 -1.558 8.313
C 2.882 -2.405 5.086
O 3.729 -2.908 4.360
C 2.222 -1.110 4.699
C 2.841 0.106 4.936
C 2.232 1.267 4.494
C 1.016 1.171 3.833
N 0.411 0.005 3.595
C 1.009 -1.107 4.022
H 2.850 -6.344 6.570
H 2.263 -5.441 5.165
H 1.351 -5.415 6.684
H 4.142 -4.234 6.236
H 3.275 -4.184 7.768
H 0.946 -3.190 7.608
H 0.850 -1.747 6.631
H 2.905 -2.148 8.865
H 1.408 -1.217 9.018
H 2.676 -0.681 7.902
H 3.801 0.140 5.443
H 2.693 2.235 4.651
H 0.505 2.053 3.463
H 0.508 -2.047 3.804
*
```

Properties
E_HOMO = -5.6 eV
Energy above the lowest of the compared OMol25 structures with the same formula, charge and spin = 45.0 kJ/mol
LUMO = 0.002 Ha
Kohn-Sham gap = 5.67 eV


Computed, not measured: C14H15N3O2 in the gas phase in a non-equilibrium geometry, with the ωB97M-V functional and the def2-TZVPD basis.

Structure (ORCA input):
```
! RIJCOSX wB97M-V def2-TZVPD def2/J DEFGRID3
* xyz 0 1
O 3.207 3.201 -2.531
N 0.148 0.725 1.146
O 2.987 4.410 -0.071
C 2.418 2.705 -1.740
C 1.568 1.573 -2.211
C 2.333 3.201 -0.348
C 1.544 2.513 0.553
C 0.833 0.880 -1.262
C 0.783 1.331 0.161
C -0.153 -1.608 1.537
C -1.902 -0.420 0.373
C -0.814 -2.809 1.331
C -2.612 -1.619 0.213
C -0.622 -0.437 0.963
C -2.084 -2.814 0.708
N 0.213 -0.241 -1.837
N -3.225 -4.250 -0.914
C 3.228 4.758 1.302
C -2.838 -4.114 0.509
H 1.635 1.287 -3.252
H 1.402 2.891 1.561
H 0.808 -1.582 2.031
H -2.243 0.555 0.014
H -0.393 -3.736 1.670
H -3.556 -1.665 -0.287
H -0.192 -0.097 -2.761
H -0.315 -0.718 -1.158
H -2.416 -4.284 -1.497
H -3.790 -5.100 -1.044
H 2.339 5.106 1.777
H 3.601 3.892 1.850
H 4.014 5.532 1.288
H -3.666 -4.061 1.166
H -2.241 -5.006 0.758
*
```

Properties
E_HOMO = -8.5 eV
Energy above the lowest of the compared OMol25 structures with the same formula, charge and spin = 289.1 kJ/mol
SMILES string = COC1=C/C(=N/c2ccc(CN)cc2)C(N)=CC1=O
LUMO = -0.034 Ha
Kohn-Sham gap = 7.60 eV